1.
Here is a structure of composition C35H40InNO5 from OMol25. Energies are from ωB97M-V/def2-TZVPD.

Element x y z (Å)
C: 0.1657 -0.2432 -7.6707
C: -0.2068 -0.8508 -6.3028
C: 0.0896 1.2813 -7.4976
C: -1.0706 1.4649 -6.5129
H: -0.0581 1.7294 -8.4906
H: 1.0477 1.6125 -7.0717
C: -1.3515 0.0594 -5.8471
H: 0.6685 -0.7469 -5.6463
H: -0.4810 -1.9158 -6.3798
C: -1.4593 0.3339 -4.3439
H: -2.2938 -0.3425 -6.2480
H: -1.9565 1.7695 -7.0934
C: -0.8598 2.3926 -5.2642
C: 1.5575 -0.6417 -8.1692
C: -0.8576 -0.6891 -8.7585
O: -1.2273 0.0325 -9.6464
O: 2.4514 -1.0439 -7.4172
O: 1.7432 -0.4796 -9.4868
O: -1.2738 -1.9805 -8.6227
C: -0.6534 -3.1085 -9.2842
H: -0.3403 -3.7903 -8.4896
H: 0.2187 -2.8379 -9.8963
H: -1.3951 -3.6058 -9.9190
C: 3.0248 -0.8918 -9.9693
H: 3.8602 -0.4470 -9.4102
H: 3.0367 -0.5715 -11.0112
H: 3.0779 -1.9842 -9.9043
O: -1.5342 1.7645 -4.1378
H: -0.5564 0.0073 -3.7926
H: -2.3471 -0.1595 -3.9087
C: -1.4716 3.7666 -5.5272
C: 0.6047 2.5390 -4.8451
H: 1.1676 3.1501 -5.5575
H: 1.0922 1.5633 -4.7241
H: 0.6497 3.0378 -3.8686
H: -1.2757 4.4291 -4.6782
H: -2.5550 3.7019 -5.6891
H: -1.0212 4.2228 -6.4203
In: -0.0716 0.5376 -0.1751
C: -2.0493 -0.1453 1.3828
C: -2.3870 0.1541 0.0268
C: -2.0293 -1.0163 -0.7567
H: -2.9792 1.0224 -0.2565
C: -1.4290 -1.9635 0.1297
C: -1.4143 -1.4077 1.4307
H: -1.0476 -1.9033 2.3232
H: -2.3764 0.4763 2.2231
H: -2.3839 -1.2075 -1.7643
H: -1.1284 -2.9799 -0.1081
C: 2.2370 0.7419 0.4805
C: 2.0063 -0.2859 1.4320
C: 1.7603 -1.5028 0.7739
H: 2.1020 -0.1559 2.5087
C: 1.9420 -1.2864 -0.6142
C: 2.2381 0.1063 -0.8264
H: 2.6297 0.5636 -1.7315
H: 2.5591 1.7523 0.7256
H: 1.5363 -2.4400 1.2747
H: 1.9729 -2.0686 -1.3664
C: 0.4826 5.5262 2.3350
C: 0.0769 4.8249 1.1981
C: -0.0301 3.4365 1.2111
C: 0.2351 2.7080 2.4265
C: 0.7780 3.4313 3.5080
C: 0.8413 4.8203 3.4973
N: 0.0868 1.3410 2.5933
C: -0.2321 0.7604 3.7884
C: 0.1652 -0.5640 4.1552
C: -0.2632 -1.1127 5.3456
C: -1.1133 -0.3958 6.2115
C: -1.5732 0.8775 5.8287
C: -1.1724 1.4234 4.6309
H: 0.5516 6.6133 2.3478
H: -0.1662 5.4117 0.2899
H: -0.3555 2.9055 0.2883
H: 1.0281 2.8157 4.3917
H: 1.1572 5.2964 4.4352
H: 0.7788 -1.1330 3.4288
H: 0.0868 -2.1332 5.6228
H: -1.4217 -0.7950 7.1619
H: -2.2255 1.5246 6.4427
H: -1.4946 2.4105 4.2533

## Properties
Energy relative to the best compared isomer or geometry (same formula, charge and spin), eV: 0.000
Charge: -2
Frontier orbital gap, eV: 2.02
E, eV: -53840.4008


2.
Here is a cluster of 3 separate species, C3H12NO3 in total from OMol25. Energies are from ωB97M-V/def2-TZVPD.

Element x y z (Å)
O: -1.7385 -0.2584 -0.8098
C: -0.6544 -0.7136 -1.1938
C: 0.4969 -0.7042 -0.1471
N: 0.2125 -0.1225 1.3379
C: 0.0916 -1.0372 2.4988
H: -0.3907 -1.1870 -2.1969
H: 0.9282 -1.6858 0.0596
H: 1.1353 0.0167 -0.5482
H: 0.9052 0.6699 1.4946
H: -0.7838 0.2720 1.3833
H: -0.8258 -0.8182 3.1536
H: 0.9870 -0.8794 3.1724
H: -0.0051 -2.1411 2.0647
H: 0.1111 3.1182 1.7918
H: -1.2526 2.4707 1.2004
O: -0.3885 2.3508 1.4465
H: 1.0814 -0.1400 -4.7522
H: -0.3210 0.3148 -5.3376
O: 0.4113 0.4742 -4.6181

## Properties
Energy relative to the best compared isomer or geometry (same formula, charge and spin), eV: 2.511
Charge: +1
Frontier orbital gap, eV: 11.08
E, eV: -10929.6356


3.
Here is a cluster of 16 separate species, C52H104N15O14 in total from OMol25. Energies are from ωB97M-V/def2-TZVPD.

Element x y z (Å)
N: 12.7814 16.7025 17.2343
H: 13.7438 16.3945 17.1419
H: 12.3535 16.9748 16.3412
H: 12.6827 17.4985 17.9139
H: 12.2794 15.8314 17.4959
C: 14.9494 17.9665 21.3052
C: 13.9344 18.0256 20.3691
C: 13.7241 19.1381 19.4802
O: 12.7447 19.0277 18.6501
C: 14.5705 20.2424 19.4316
C: 15.6873 20.2758 20.3536
C: 15.9011 19.0515 21.3850
O: 16.7928 19.1600 22.1549
O: 16.4344 21.1824 20.3431
O: 13.1614 17.0293 20.1862
H: 15.1159 17.0943 21.9408
H: 14.3360 21.0656 18.7707
C: 18.6068 17.7684 17.3114
C: 17.3168 18.0992 18.0486
C: 16.1358 18.3184 17.0331
C: 16.5759 19.3750 16.1872
N: 16.9629 20.2434 15.5566
H: 18.9443 18.6375 16.6928
H: 18.4446 16.9290 16.6264
H: 19.4710 17.5219 17.9542
H: 17.4144 19.0241 18.6309
H: 17.0311 17.2455 18.6706
H: 15.2711 18.5981 17.6133
H: 16.0167 17.3921 16.4864
C: 12.0109 15.7694 11.0971
C: 12.7701 16.0979 9.8581
C: 13.8200 15.0545 9.4590
C: 14.9559 15.1341 10.3781
N: 15.8084 15.3160 11.0989
H: 12.6134 15.7789 12.0136
H: 11.5443 14.8012 11.0488
H: 11.1809 16.4326 11.2991
H: 13.2226 17.0933 10.0086
H: 12.0203 16.1118 9.0930
H: 14.1570 15.2541 8.4673
H: 13.4371 14.0362 9.4618
C: 8.5238 16.9886 19.2111
C: 9.8098 17.6649 18.6012
C: 9.6591 19.1947 18.6631
C: 8.7133 19.6954 17.7102
N: 7.9193 20.1069 17.0006
H: 8.5709 15.9095 19.2698
H: 7.6419 17.3318 18.6470
H: 8.2804 17.3068 20.2138
H: 9.9149 17.3987 17.5669
H: 10.6575 17.3377 19.2083
H: 10.6772 19.5589 18.4369
H: 9.3413 19.4667 19.6774
C: 11.7856 21.5257 21.1326
C: 12.6485 20.9868 22.2622
C: 11.8318 20.8685 23.5553
C: 11.2028 22.1179 24.1096
N: 10.6639 23.0222 24.5267
H: 12.2957 21.9269 20.2560
H: 11.1410 22.2612 21.5792
H: 11.1762 20.7154 20.7527
H: 13.5393 21.6076 22.3957
H: 13.0531 20.0027 22.0425
H: 12.4035 20.4261 24.3831
H: 10.9397 20.2435 23.4332
C: 16.0240 14.4781 16.6273
O: 15.0327 15.1516 16.3998
N: 16.7858 13.9110 15.6846
C: 17.9187 13.0957 16.1131
C: 16.5533 14.1738 14.2868
H: 16.3461 14.3056 17.6684
H: 17.9911 12.2549 15.4176
H: 17.6905 12.7389 17.1300
H: 18.8641 13.6454 16.0494
H: 15.6561 14.7901 14.1558
H: 17.4307 14.6708 13.8543
H: 16.3750 13.1958 13.7865
C: 10.8313 17.7123 22.3848
O: 9.6960 18.0604 22.1425
N: 11.3219 17.4433 23.6203
C: 12.7918 17.3334 23.6581
C: 10.4734 17.5911 24.7744
H: 11.5238 17.5116 21.5637
H: 13.2948 18.2786 23.8080
H: 13.0740 17.1380 22.6121
H: 13.0424 16.5607 24.3809
H: 9.4595 17.3824 24.4229
H: 10.8267 16.9962 25.6053
H: 10.5161 18.6346 25.1469
C: 16.2030 14.4993 20.3416
O: 17.2044 14.2674 19.7122
N: 15.6879 13.6899 21.2757
C: 14.4270 14.0512 21.8590
C: 16.3627 12.5069 21.7262
H: 15.5986 15.3912 20.0739
H: 13.6939 13.3147 21.5943
H: 14.1992 15.0403 21.4831
H: 14.4288 14.1225 22.9381
H: 17.3608 12.5110 21.2679
H: 16.5692 12.5613 22.7834
H: 15.6860 11.6946 21.4849
C: 9.2458 16.3004 15.2927
O: 10.4458 16.1225 15.2612
N: 8.5327 17.3340 14.7713
C: 7.0938 17.3293 14.7674
C: 9.2919 18.3921 14.1103
H: 8.6123 15.5055 15.7377
H: 6.6570 17.0005 13.8304
H: 6.7728 18.3481 14.8817
H: 6.6462 16.6579 15.5146
H: 9.2215 18.3001 13.0101
H: 9.0379 19.3668 14.4747
H: 10.3249 18.1653 14.4325
C: 14.1912 11.5391 18.1075
O: 15.3776 11.5939 17.9762
N: 13.3898 10.5016 17.7828
C: 11.9889 10.5310 18.0585
C: 13.9929 9.3618 17.1424
H: 13.5927 12.3729 18.5114
H: 11.3224 10.4575 17.1964
H: 11.6884 11.4574 18.5423
H: 11.7104 9.6821 18.7022
H: 13.3396 8.9156 16.3930
H: 14.9296 9.6448 16.6835
H: 14.1983 8.5539 17.8583
C: 11.0039 13.8664 19.0472
O: 11.1769 14.2679 17.9469
N: 9.8184 13.2698 19.3763
C: 9.7365 12.6609 20.6180
C: 8.7197 13.1445 18.4538
H: 11.6795 14.0466 19.8938
H: 10.6364 12.9237 21.1778
H: 9.6379 11.5960 20.5446
H: 8.8929 13.0853 21.1435
H: 8.5605 12.1013 18.2064
H: 7.8389 13.5400 18.9534
H: 9.0249 13.7251 17.5690
C: 11.5452 22.1717 10.5903
O: 11.8725 22.2357 9.4372
N: 11.2940 21.0978 11.3568
C: 10.5348 21.3314 12.5699
C: 11.2272 19.8447 10.6680
H: 11.5343 23.0935 11.1953
H: 10.8188 22.2754 13.0675
H: 10.7518 20.5051 13.2359
H: 9.4822 21.4504 12.4026
H: 10.2526 19.6257 10.2110
H: 12.0504 19.8768 9.9563
H: 11.2726 19.0745 11.4386
C: 11.9287 22.8433 15.8942
O: 12.5850 22.9178 14.8651
N: 10.7696 23.4143 16.1854
C: 9.9691 23.0644 17.3786
C: 10.1375 24.2669 15.1709
H: 12.1975 22.0919 16.6527
H: 9.0087 22.7240 16.9721
H: 9.7772 23.9144 18.0189
H: 10.4747 22.3095 17.9775
H: 10.8209 24.4833 14.3575
H: 9.3448 23.6470 14.8104
H: 9.7873 25.1782 15.6511
C: 13.3299 19.4622 14.2440
O: 12.9323 18.3568 14.6700
N: 14.2118 19.7214 13.2285
C: 14.5965 21.1473 12.9625
C: 14.9255 18.5996 12.6148
H: 12.8501 20.4202 14.5342
H: 15.4994 21.3658 13.5296
H: 13.7725 21.7202 13.3916
H: 14.7745 21.2473 11.9024
H: 15.2415 18.9639 11.6340
H: 15.8063 18.4425 13.2255
H: 14.3202 17.6844 12.5193
C: 10.3144 13.2357 14.8351
O: 9.1339 13.1302 14.6801
N: 11.2737 12.6616 14.0697
C: 12.6478 12.7072 14.4979
C: 10.8711 11.7756 13.0126
H: 10.7037 13.7362 15.7053
H: 12.9335 11.6873 14.8137
H: 12.7595 13.3968 15.3354
H: 13.2988 12.9586 13.6576
H: 10.7885 10.7465 13.3152
H: 9.8347 12.0202 12.8194
H: 11.4845 11.9746 12.1351

## Properties
Charge: -1
Frontier orbital gap, eV: 5.84
E, eV: -106628.6677


4.
Here is a structure of composition C36H27BCl6MoN4O2S2 from OMol25. Energies are from ωB97M-V/def2-TZVPD.

Element x y z (Å)
Mo: -0.3829 -1.9363 -0.0712
S: -2.3938 -3.2192 -0.9028
C: -1.1419 -4.3282 -1.3302
C: -1.2664 -5.6026 -1.8935
C: -0.1183 -6.3138 -2.1509
C: 1.1374 -5.7700 -1.8553
C: 1.1883 -4.5158 -1.3002
N: 0.0693 -3.8220 -1.0483
H: -2.2483 -5.9991 -2.1081
H: -0.1858 -7.3038 -2.5839
H: 2.0489 -6.3137 -2.0539
H: 2.1238 -4.0331 -1.0471
Cl: 6.9635 -1.5480 0.4514
C: 5.2824 -1.4611 0.0318
C: 4.3316 -1.9183 0.9272
C: 3.0051 -1.8335 0.5553
Cl: 1.7427 -2.4139 1.6016
C: 2.5658 -1.3060 -0.6601
O: 1.2869 -1.2102 -0.9558
C: 3.5713 -0.8689 -1.5340
Cl: 3.1139 -0.2145 -3.0685
C: 4.9113 -0.9406 -1.1973
H: 4.6166 -2.3290 1.8849
H: 5.6587 -0.5875 -1.8931
B: -0.5249 1.9950 2.6894
C: -0.5626 0.7319 1.7537
N: -0.5816 -0.1998 1.0693
H: -1.1165 1.7074 3.7019
H: -1.0645 2.8932 2.0794
H: 0.6474 2.2321 2.8901
Cl: -3.0698 6.8884 0.9035
C: -2.2012 5.8559 -0.1863
C: -2.1942 4.4890 0.0209
C: -1.4906 3.6845 -0.8592
C: -0.7872 4.2071 -1.9440
C: -0.0254 3.3242 -2.9050
C: -0.9032 2.3043 -3.6486
N: -1.3591 1.2019 -2.8127
C: -2.6321 0.9882 -2.3278
C: -2.5569 -0.1008 -1.5261
N: -1.2565 -0.5623 -1.5256
C: -0.5652 0.2459 -2.3098
O: 1.0801 2.5968 -2.3801
C: 1.5138 2.7637 -1.0334
C: 1.9145 4.1652 -0.6774
C: 2.7294 4.9694 -1.4152
Cl: 3.5064 4.5752 -2.8971
S: 2.9513 6.5166 -0.7153
C: 1.9619 6.0931 0.6183
C: 1.4793 4.8290 0.5096
C: -0.8159 5.5943 -2.1060
Cl: 0.0488 6.3803 -3.3983
C: -1.5143 6.4221 -1.2440
H: -2.7041 4.0599 0.8708
H: -1.4675 2.6208 -0.6617
H: 0.3741 3.9673 -3.6906
H: -0.3253 1.8882 -4.4732
H: -1.7813 2.7974 -4.0630
H: -3.4552 1.6303 -2.5867
H: -3.3333 -0.5807 -0.9580
H: 0.4853 0.1692 -2.5151
H: 2.3695 2.0891 -0.9585
H: 0.7635 2.4153 -0.3182
H: 1.7846 6.8041 1.4089
H: 0.8339 4.3597 1.2414
H: -1.5114 7.4918 -1.3930
C: -1.0914 -2.8900 1.6183
C: -1.4976 -3.4754 2.6012
C: -1.9853 -4.1612 3.7606
C: -3.3056 -3.9864 4.1797
C: -3.7759 -4.6543 5.2980
C: -2.9395 -5.5040 6.0090
C: -1.6256 -5.6821 5.5977
C: -1.1483 -5.0156 4.4815
H: -3.9517 -3.3215 3.6222
H: -4.8001 -4.5097 5.6168
H: -3.3101 -6.0250 6.8821
H: -0.9685 -6.3412 6.1503
H: -0.1244 -5.1485 4.1576

## Properties
Energy relative to the best compared isomer or geometry (same formula, charge and spin), eV: 0.122
Spin multiplicity: 3
Frontier orbital gap (alpha / beta), eV: 7.48 / 6.96
E, eV: -147162.9227